{
  "formula": "C32H37CaF4N4P",
  "method": "ωB97M-V with the def2-TZVPD basis set",
  "elements": ["N", "H", "H", "H", "C", "F", "H", "H", "H", "C", "H", "C", "C", "H", "C", "C", "H", "C", "C", "N", "H", "C", "C", "H", "F", "H", "H", "C", "C", "C", "H", "P", "C", "H", "H", "H", "C", "F", "H", "C", "C", "C", "C", "C", "H", "H", "N", "C", "H", "C", "H", "H", "H", "C", "F", "C", "H", "H", "H", "C", "H", "H", "H", "H", "C", "C", "Ca", "H", "H", "C", "C", "H", "H", "H", "H", "C", "N", "C", "C"],
  "positions_angstrom": [[1.38768, 1.72098, 0.55060], [-1.71967, 0.81576, 5.87083], [-1.06347, 2.71037, -3.52360], [3.77142, 2.42091, -4.18190], [-4.01150, -1.71407, 0.75004], [4.71362, -1.32567, 1.81015], [-0.95777, 4.15856, -2.63091], [-0.16207, -3.01512, -3.29587], [2.03652, -1.94328, -0.71283], [-0.43312, 3.26112, -2.84111], [1.45069, -2.18795, -4.34797], [0.37676, -3.16634, -1.13003], [2.54830, -0.45862, -4.09211], [-1.07626, -4.82688, -1.52075], [1.42903, -2.78663, -0.36223], [-0.18253, -4.46023, -0.96580], [1.96852, -5.61213, 1.45524], [2.47236, 0.49977, 3.96773], [1.45248, -4.87361, 0.86463], [-0.26034, 2.55962, -1.61078], [-1.06677, 1.06246, -0.36703], [-3.72150, 1.03369, 5.28754], [2.90195, 0.00223, 1.30880], [-0.45598, 2.48504, 1.31799], [2.11078, 0.75590, 5.27303], [-1.38477, -2.98251, 1.09986], [-4.51174, -2.30309, 1.56443], [-4.26703, 0.40791, 3.07798], [1.78165, 1.21975, 2.98765], [2.00425, -3.61377, 0.64262], [0.74385, 4.60994, -4.01483], [-2.40637, -0.88080, 1.26106], [0.93154, 3.68720, -3.46643], [-4.01963, 1.44138, 6.31104], [-5.65062, 1.36593, 4.42967], [4.63000, 0.77155, -6.27291], [-1.45552, -2.32153, 1.99027], [3.21787, -0.14951, -0.02848], [-0.77125, 4.15806, -0.28139], [3.40654, -0.44971, 3.59923], [0.44083, 2.76686, 0.87023], [0.38405, -5.27931, 0.03439], [-2.44196, 0.66376, 5.05447], [-0.13855, -2.36196, -2.35182], [-1.88581, -2.83635, 2.81365], [2.95939, -3.27225, 1.15127], [0.69992, -1.19131, -2.71435], [0.08423, 3.47576, -0.44914], [-3.50166, 1.46257, -1.05170], [3.20316, -0.53911, -5.31043], [-0.00834, -6.28020, 0.20628], [-1.47508, 0.98258, -2.14165], [3.25327, -1.37478, -5.89012], [1.57238, -1.36404, -3.67827], [0.74200, 1.96652, 3.43546], [2.00548, 1.06199, 1.55403], [-1.16782, -2.06196, -2.05773], [0.89910, 4.08705, -0.80470], [1.44951, 2.93289, -4.18485], [-2.05510, 0.08933, 3.87778], [3.97880, -1.01424, 4.33308], [-4.59091, -0.84316, 0.39648], [-3.84507, -2.23873, -0.18611], [1.52864, 3.90418, -2.61384], [-1.33702, 1.68259, -1.29697], [-4.63715, 0.93375, 4.29527], [1.49230, 0.84052, -1.50219], [-5.13884, 0.32558, 2.38859], [-1.01803, -0.17780, 3.65376], [-2.74193, 2.27351, -1.04606], [3.64386, -0.62837, 2.24527], [-2.94810, 2.88735, -1.92940], [-2.89966, 2.85190, -0.12049], [-0.43958, -2.01171, 2.24462], [0.84326, 3.54699, 1.49842], [3.94199, 0.58814, -5.46134], [2.79300, 0.78167, -3.52141], [3.61714, 1.38424, -4.37178], [-3.01961, -0.09113, 2.85787]],
  "forces_ev_per_a": [[0.3, -0.4, 1.1], [-0.2, -0.2, -0.5], [0.0, -0.4, -0.2], [0.8, 0.6, -0.1], [0.4, 0.9, 0.2], [-0.4, -0.4, 0.3], [-0.8, 1.2, 0.0], [-0.3, 0.5, 1.5], [-0.5, -0.1, 0.5], [1.2, 0.5, -1.1], [0.1, -1.1, -0.3], [-1.3, -1.2, -2.0], [-0.2, 0.8, 0.1], [1.0, 0.4, 0.2], [2.1, 0.1, 0.6], [0.3, -0.2, 1.6], [-0.2, 0.0, 0.5], [-1.0, 0.6, -0.4], [0.1, 0.6, -1.4], [1.2, -0.1, 1.8], [-0.2, 0.7, -1.4], [-1.4, 1.3, 2.7], [-0.3, 1.6, -1.2], [-1.6, -1.1, 1.0], [0.7, -0.6, -1.3], [0.2, 0.0, 0.7], [0.4, 0.6, -1.0], [-2.5, -0.3, -0.9], [0.1, -0.6, -0.5], [0.4, 0.4, -0.1], [0.3, 0.0, -0.1], [-0.8, -0.6, 1.4], [-0.9, -1.3, -1.5], [0.5, -0.5, -1.6], [0.7, -0.6, -0.1], [-0.1, 0.3, 0.1], [0.3, 0.7, -1.9], [0.1, -0.2, 0.0], [0.2, -0.1, 0.0], [0.6, -0.4, 0.9], [1.2, 0.9, -2.2], [-0.5, 0.2, -0.1], [2.3, -0.3, 1.4], [0.5, 0.0, -0.8], [-0.7, -0.3, 0.7], [-1.4, -0.5, -0.6], [0.4, -0.4, 0.8], [-0.9, -0.2, -0.7], [0.6, 0.4, 0.1], [0.3, 0.1, 1.3], [0.0, 0.1, -0.2], [0.3, 0.1, 0.3], [-0.1, -2.1, -1.6], [-1.7, 0.4, 0.9], [0.2, 0.2, -0.2], [-1.1, 0.0, 2.1], [0.5, 0.1, -0.6], [0.4, 0.2, 0.1], [-1.1, 1.2, 1.5], [-0.1, -0.2, -1.5], [-0.1, 0.2, -0.2], [-0.3, -0.4, 0.5], [0.1, -0.6, 0.2], [1.1, 0.3, 0.3], [-1.3, -2.0, 1.8], [-1.5, 1.0, -0.1], [0.2, -0.6, -1.0], [1.2, -0.1, 0.0], [-0.3, 0.0, 0.4], [-0.2, -0.1, -0.4], [0.6, -0.1, 0.5], [-0.4, 0.2, 0.3], [0.4, -0.2, -0.4], [-0.1, 0.0, -0.1], [0.4, 0.3, 0.4], [0.7, 0.9, -0.9], [-0.6, -0.7, 0.3], [-0.3, 0.7, 0.6], [2.0, -0.4, -0.6]],
  "homo_energy_ev": -7.45
}